Entry 1:
The following is a DFT calculation (the ωB97M-V functional and the def2-TZVPD basis) of C14H16F8NO6S2 as an isolated structure at a distorted geometry.

Its HOMO-LUMO gap is 7.8 eV. The spin multiplicity is 1. Its net charge is -1. For the largest force on an atom, the calculation gives 2.3 eV Å⁻¹.

```
47
Properties=species:S:1:pos:R:3:lowdin_charge:R:1
C 0.6273 -3.0485 -1.7190 -0.289
F -1.6295 -1.3540 -0.2886 0.151
F -3.2787 2.8747 0.1171 0.105
F -1.8008 1.4329 1.8668 0.088
C -2.1776 -0.2201 0.1896 -0.514
C 3.0364 1.3619 -0.2231 -0.258
F -0.0822 0.6794 0.7695 0.105
H 0.5035 -4.7707 -0.4349 0.110
C 2.0479 3.4803 -0.7439 -0.104
H 0.6807 -1.9537 -1.6300 0.106
H 1.4361 -2.9997 -3.4746 0.085
F -5.0672 3.7797 0.9416 0.087
H 2.6223 0.6632 1.7389 0.107
S 2.9082 -2.0941 0.5733 0.524
C 0.8627 -3.7318 -0.3649 -0.218
O 1.7580 -1.5024 1.2521 -0.375
O 5.2691 -0.0152 0.1027 -0.323
H -5.4058 -0.5955 0.4177 0.145
H -5.0438 2.8000 -0.7908 0.171
S 4.1001 0.0081 -0.7396 0.524
C 2.3414 -3.7372 0.0330 -0.234
N 3.2702 -1.3756 -0.8406 -0.308
C -4.5979 0.1036 0.2000 -0.050
H -1.1042 -0.4181 2.0700 0.181
H 3.2773 2.3978 -2.1071 0.106
H 1.1913 2.5198 2.3941 0.106
C 1.4334 3.5621 0.5080 -0.104
C 2.4522 1.4489 1.0044 -0.085
F -6.3787 1.4143 0.9426 0.093
H 0.8104 4.3977 0.8251 0.098
H 2.9778 -4.0237 -0.8122 0.095
H 2.5126 -4.3894 0.8961 0.096
O 1.5394 -3.5545 -2.6945 -0.079
F -4.5828 1.4014 2.1703 0.133
H -4.5902 0.1994 -0.8865 0.143
C 1.6290 2.5343 1.3983 -0.097
H 1.9178 4.3040 -1.4478 0.097
F -2.2900 0.6188 -0.8578 0.145
C -4.6081 2.7315 0.2101 -0.310
C 2.8135 2.4101 -1.1236 -0.071
O 4.0170 -2.3274 1.4679 -0.348
H -0.3970 -3.3258 -2.0376 0.108
H 0.2306 -3.2177 0.3688 0.093
O -3.4377 -0.5684 0.6733 0.040
O 4.4843 0.3505 -2.0954 -0.365
C -5.0119 1.4201 0.8911 -0.437
C -1.2666 0.3291 1.2902 -0.272
```

---

Entry 2:
The following is a DFT calculation (the ωB97M-V functional and the def2-TZVPD basis) of C14H16MoNOS4Sb as an isolated structure.

Its HOMO-LUMO gap is 6.6 eV. The spin multiplicity is 1. Its net charge is +2. For the largest force on an atom, the calculation gives 0.3 eV Å⁻¹.

```
38
Properties=species:S:1:pos:R:3:lowdin_charge:R:1
C 1.8038 1.4071 -0.4904 -0.390
Mo -0.1774 1.0520 -0.4068 0.905
H -3.5687 -2.7843 0.9937 0.139
C -1.4451 -0.7797 2.7799 -0.134
H -1.7856 -1.6861 3.2869 0.139
C 2.5798 2.5104 -0.1227 -0.084
N -1.2000 -0.9187 -0.4551 -0.065
H 4.2586 -0.7675 -1.3663 0.125
S -0.4735 5.0972 -3.1987 0.100
C -2.4771 -3.3560 -0.7657 0.015
S -3.9908 3.1114 -2.1036 0.071
C -2.1466 -1.2992 0.4301 -0.259
S -0.6547 1.3676 -2.5335 0.170
H -3.4326 -0.5765 1.9605 0.136
H -0.1381 -1.3988 -2.1782 0.082
C -2.4047 -0.4385 1.6285 -0.131
H 4.5745 3.2666 0.0516 0.126
H -1.4667 0.0175 3.5236 0.132
C -0.8835 -1.7473 -1.4753 -0.138
H 0.6477 -1.1484 3.1750 0.143
H -2.9879 -4.3021 -0.8866 0.136
O 0.4792 0.0478 1.4961 -0.222
H 2.1143 3.4216 0.2267 0.098
C 4.5549 1.2434 -0.6640 -0.019
H 1.8151 -0.6438 -1.2367 0.090
C -2.8040 -2.5118 0.2794 0.030
H -2.3225 0.6149 1.3574 0.051
S -0.9095 2.7444 0.4876 0.345
C -1.4847 -2.9682 -1.6571 -0.005
Sb -1.9588 3.6199 -2.6618 0.257
H 5.6331 1.1854 -0.7310 0.127
C 2.4058 0.2243 -0.9460 -0.125
C 3.9580 2.4208 -0.2210 -0.035
H 0.0462 -1.9542 1.7251 0.129
H -1.1936 -3.5905 -2.4908 0.131
C 3.7855 0.1417 -1.0210 -0.041
H 1.2784 0.4285 1.8806 0.121
C -0.0290 -1.0510 2.3295 -0.149
```

---

no.,E_HOMO (eV)
1,-5.7
2,-15.4